# 1
This record from the Open Molecules 2025 dataset describes a structure of composition C41H30BrF3N9O5SV. The level of theory is the ωB97M-V functional and the def2-TZVPD basis.

Results
gap between HOMO and LUMO (spin up / spin down)	6.573 / 6.419	eV
energy relative to the best compared isomer or geometry (same formula, charge and spin)	43.00	kcal/mol
calculated total energy	-181374.554	eV
strongest force on any atom	0.468	eV/Å
expectation value of S²	0.87

Geometry as ORCA input:
```
! RIJCOSX wB97M-V def2-TZVPD def2/J DEFGRID3
* xyz -1 2
V -0.1927 -0.4584 0.6736
Br -0.9282 4.3236 5.0843
C -0.9397 2.8765 3.8377
C -1.6677 3.1568 2.5573
C -1.7932 1.9051 1.6367
C -1.2079 0.6009 2.0557
O -1.8327 -0.4915 1.6871
C -0.1146 0.6678 3.1072
C 0.2405 -0.6903 3.6099
N 0.3157 -1.6219 2.7520
C 0.9277 -2.8399 3.0538
C 2.1658 -2.8734 3.6407
C 2.8375 -4.0966 3.8445
C 2.2785 -5.2737 3.4501
C 1.0080 -5.2774 2.8241
C 0.3820 -6.4602 2.3739
C -0.8381 -6.3854 1.7692
C -1.4350 -5.1165 1.6109
N -0.8941 -3.9988 2.0166
C 0.3193 -4.0585 2.6197
C -0.2767 1.7607 4.1120
H -2.6050 3.6839 2.7472
H -2.8053 1.7469 1.2648
H 0.4981 -0.8394 4.6637
H 2.6476 -1.9366 3.8908
H 3.8216 -4.0860 4.2957
H 2.8002 -6.2137 3.5860
H 0.8855 -7.4102 2.5124
H -1.3490 -7.2687 1.4087
H -2.4040 -5.0353 1.1246
H 0.2800 1.6766 5.0403
S 1.3792 1.0478 2.0364
C -0.9481 2.6490 0.6385
N -0.8596 3.7557 1.4732
N -0.5403 5.0618 1.2317
C -1.2370 5.7472 0.2267
C -0.6841 6.9107 -0.3083
C -1.3689 7.6320 -1.2706
C -2.6144 7.2094 -1.7175
C -3.1617 6.0511 -1.1854
C -2.4849 5.3206 -0.2201
N -0.4457 2.3225 -0.4684
N -0.5586 0.9334 -0.7324
C -0.6728 0.7140 -2.1072
C -1.4462 1.5602 -2.9142
C -1.6218 1.2901 -4.2636
C -1.0289 0.1795 -4.8495
C -0.2192 -0.6374 -4.0675
C -0.0245 -0.3640 -2.7241
H 0.4572 5.2240 1.2374
H 0.2904 7.2418 0.0333
H -0.9216 8.5298 -1.6789
H -3.1458 7.7707 -2.4747
H -4.1274 5.7011 -1.5286
H -2.9169 4.4107 0.1741
H -1.9096 2.4292 -2.4648
H -2.2353 1.9549 -4.8617
H -1.1760 -0.0334 -5.9012
H 0.2903 -1.4835 -4.5157
H 0.6594 -0.9554 -2.1316
C 3.0110 3.0240 -1.6245
C 3.4074 1.6521 -1.2057
N 2.5645 0.7125 -0.8575
C 3.3161 -0.3745 -0.5177
C 4.6532 -0.0945 -0.6855
N 4.6870 1.2045 -1.1170
C 5.9239 -0.8288 -0.5130
O 5.8403 -2.0764 -0.1147
O 6.9823 -0.2620 -0.7091
C 2.6674 -1.6202 -0.0217
O 3.3705 -2.6294 0.1815
O 1.4102 -1.5985 0.1310
H 1.9247 3.0852 -1.5683
H 3.3357 3.2415 -2.6442
H 3.4405 3.7761 -0.9592
H 5.5466 1.6909 -1.3126
H 4.8621 -2.3591 -0.0105
F -3.9805 -3.4280 -4.4098
C -3.3585 -4.2227 -3.5240
F -2.5425 -5.0341 -4.2167
F -4.3107 -5.0067 -2.9722
C -2.6283 -3.4347 -2.4753
C -1.4043 -3.8638 -1.9937
C -0.7710 -3.0976 -1.0301
N -1.3091 -1.9804 -0.5448
C -2.5109 -1.6021 -0.9762
C -3.2038 -2.2865 -1.9582
H -0.9335 -4.7580 -2.3761
H 0.2082 -3.3509 -0.6458
H -2.8947 -0.6965 -0.5265
H -4.1554 -1.9218 -2.3178
*
```

=====

# 2
This record from the Open Molecules 2025 dataset describes a structure of composition C41H31AsBrCsN2O4. The level of theory is the ωB97M-V functional and the def2-TZVPD basis.

Results
gap between HOMO and LUMO	5.886	eV
energy relative to the best compared isomer or geometry (same formula, charge and spin)	15.70	kcal/mol
calculated total energy	-185622.448	eV
strongest force on any atom	0.885	eV/Å

Geometry as ORCA input:
```
! RIJCOSX wB97M-V def2-TZVPD def2/J DEFGRID3
* xyz -2 1
Cs 1.5457 -0.9173 -0.0644
O -0.6803 -0.2684 -1.8671
C -1.7902 -0.8885 -1.9746
C -2.9867 -0.2549 -2.4310
C -4.1958 -0.9112 -2.4472
C -4.3081 -2.2484 -2.0497
C -3.1570 -2.9112 -1.6494
C -1.9220 -2.2734 -1.6149
C -0.6596 -2.9827 -1.3338
N -0.3220 -3.7777 -0.4002
C -1.2209 -4.0943 0.6955
C -0.5081 -3.8174 2.0280
N -0.9158 -2.5194 2.5400
C -0.0748 -1.6941 3.0282
C 1.3750 -1.7656 3.2608
C 2.0187 -2.8880 3.7823
C 3.3630 -2.8669 4.1030
C 4.0759 -1.6808 3.8923
C 3.4693 -0.5555 3.3872
C 2.0867 -0.5382 3.0269
O 1.5272 0.4735 2.4883
H -2.9139 0.7853 -2.7324
H -5.0840 -0.3761 -2.7723
H -5.2629 -2.7597 -2.0693
H -3.2099 -3.9614 -1.3781
H 0.1356 -2.7464 -2.0472
H -1.4635 -5.1595 0.6209
H -2.1566 -3.5249 0.6819
H 0.5711 -3.9066 1.8616
H -0.7966 -4.5723 2.7683
H -0.4931 -0.7223 3.3027
H 1.4406 -3.7886 3.9582
H 3.8564 -3.7475 4.4933
H 5.1360 -1.6513 4.1249
H 4.0403 0.3522 3.2233
C -0.1643 4.6498 4.3592
C 0.9980 4.1722 3.7693
C 0.9263 3.3988 2.6196
C -0.3017 3.1028 2.0356
C -1.4613 3.5769 2.6386
C -1.3942 4.3451 3.7929
As -0.2703 2.0708 0.3355
C -1.1417 3.5272 -0.6658
C -0.5169 4.6302 -1.2261
C -1.2655 5.5836 -1.9049
C -2.6402 5.4220 -2.0314
C -3.2689 4.3152 -1.4807
C -2.5236 3.3639 -0.7904
C -3.0513 2.1412 -0.1572
C -4.3840 1.7418 -0.1528
C -4.7415 0.5437 0.4446
C -3.7730 -0.2606 1.0340
C -2.4453 0.1424 1.0481
C -2.0857 1.3485 0.4685
H -0.1125 5.2458 5.2630
H 1.9606 4.3841 4.2190
H 1.8256 2.9723 2.1941
H -2.4296 3.3455 2.2106
H -2.3072 4.7033 4.2550
H 0.5575 4.7461 -1.1376
H -0.7788 6.4463 -2.3440
H -3.2236 6.1592 -2.5708
H -4.3398 4.1941 -1.5953
H -5.1398 2.3508 -0.6357
H -5.7759 0.2210 0.4279
H -4.0377 -1.2178 1.4646
H -1.7015 -0.5163 1.4759
Br 5.5089 -0.3822 -7.5401
C 5.1882 -1.1240 -5.8037
C 6.0322 -2.1139 -5.3326
C 5.7919 -2.6451 -4.0729
C 4.7368 -2.1918 -3.2898
C 3.9094 -1.1984 -3.7975
C 4.1208 -0.6566 -5.0583
C 4.5098 -2.7858 -1.8822
O 5.2184 -3.7588 -1.5879
O 3.6403 -2.1967 -1.1958
H 6.8578 -2.4613 -5.9399
H 6.4187 -3.4272 -3.6646
H 3.0860 -0.8602 -3.1824
H 3.4691 0.1116 -5.4518
*
```

=====

# 3
This record from the Open Molecules 2025 dataset describes a structure of composition C41H31BrN6O2P2RuSe2 in a non-equilibrium geometry. The level of theory is the ωB97M-V functional and the def2-TZVPD basis.

Results
gap between HOMO and LUMO (spin up / spin down)	7.525 / 6.242	eV
energy relative to the best compared isomer or geometry (same formula, charge and spin)	0.00	kcal/mol
calculated total energy	-277937.048	eV
strongest force on any atom	2.764	eV/Å
expectation value of S²	6.02

Geometry as ORCA input:
```
! RIJCOSX wB97M-V def2-TZVPD def2/J DEFGRID3
* xyz 2 5
Ru -0.7083 -1.3019 -2.1297
Se 4.4842 -0.7127 2.4412
P 2.4625 0.1335 2.6193
C 2.5059 1.8729 2.2885
C 2.0514 2.7997 3.1732
C 2.2248 4.1374 2.9001
C 2.8832 4.4881 1.6933
C 3.2794 3.5127 0.7935
C 3.1433 2.1994 1.0757
C 1.8727 -0.3274 4.1906
C 2.3396 0.4187 5.2799
C 2.1523 -0.0464 6.5484
C 1.5092 -1.2715 6.6922
C 1.1008 -2.0568 5.6335
C 1.2819 -1.5198 4.3675
C 1.6264 -0.5800 1.2528
C 0.5001 -0.3347 0.5200
N 0.5885 -1.2206 -0.5164
N 1.6839 -1.9156 -0.4181
N 2.3768 -1.5249 0.6188
P -1.0166 0.7354 0.6601
Se -2.7059 -0.1022 -0.4972
C -1.3693 0.7684 2.4810
C -1.0648 1.9127 3.2112
C -1.3166 1.8748 4.5642
C -1.9272 0.7626 5.1396
C -2.1774 -0.3733 4.3949
C -1.8882 -0.3805 3.0203
C -0.7772 2.5227 0.1414
C 0.2669 2.8575 -0.6995
C 0.3670 4.1406 -1.1620
C -0.5718 5.0959 -0.8263
C -1.6317 4.7293 0.0169
C -1.7651 3.4841 0.5195
H 1.5975 2.4942 4.0978
H 2.0745 4.8613 3.6686
H 3.1327 5.5232 1.4909
H 3.6876 3.9017 -0.1293
H 3.5642 1.4427 0.3714
H 2.9120 1.3200 5.1348
H 2.5149 0.4743 7.3697
H 1.3985 -1.7021 7.6908
H 0.6320 -3.0178 5.7965
H 1.0040 -2.1013 3.4886
H -0.6882 2.7903 2.7141
H -1.0912 2.7255 5.1861
H -2.2288 0.7364 6.2103
H -2.5610 -1.2946 4.8316
H -2.1321 -1.2218 2.3561
H 0.9459 2.1066 -1.0912
H 1.2579 4.4268 -1.7725
H -0.4280 6.1132 -1.1733
H -2.3589 5.5003 0.2769
H -2.5899 3.2397 1.1951
Br 0.9656 -4.4773 -4.4355
C 1.8060 -2.7731 -4.5587
C 2.9499 -2.6324 -5.3526
C 3.4135 -1.3520 -5.5707
C 2.8496 -0.3257 -4.8211
C 1.7935 -0.6192 -3.9876
N 1.2362 -1.7872 -3.8372
C 1.2774 0.5274 -3.1220
O 1.9485 1.4814 -2.9225
O -0.0008 0.4047 -2.7856
H 3.3629 -3.4735 -5.9269
H 4.2009 -1.1538 -6.3368
H 3.1233 0.7058 -4.8910
N -1.3573 -3.2365 -1.5703
C -2.3726 -3.6396 -2.5259
C -2.9388 -4.8557 -2.4716
C -3.9602 -5.2256 -3.3875
C -4.3712 -4.3927 -4.3674
C -3.8467 -3.0933 -4.4304
C -4.3204 -2.1054 -5.3447
C -3.9272 -0.8103 -5.2108
C -2.9268 -0.4970 -4.2694
N -2.3890 -1.4053 -3.4589
C -2.8272 -2.6963 -3.5250
H -1.6593 -3.3195 -0.5796
H -0.5983 -3.9105 -1.6730
H -2.6010 -5.5661 -1.7551
H -4.3555 -6.2125 -3.2695
H -5.0608 -4.7367 -5.1421
H -5.0632 -2.3078 -6.1065
H -4.2539 -0.0850 -5.9114
H -2.5219 0.4739 -4.1540
*
```

=====

# 4
This record from the Open Molecules 2025 dataset describes a structure of composition C41H31Cl5FeN2OP2 in a non-equilibrium geometry. The level of theory is the ωB97M-V functional and the def2-TZVPD basis.

Results
gap between HOMO and LUMO (spin up / spin down)	6.700 / 6.807	eV
calculated total energy	-163619.818	eV
strongest force on any atom	3.572	eV/Å
expectation value of S²	0.89

Geometry as ORCA input:
```
! RIJCOSX wB97M-V def2-TZVPD def2/J DEFGRID3
* xyz 1 2
Fe 0.0106 -0.1508 -0.0389
C 1.0126 0.3959 2.9593
P 1.7063 -0.5682 1.5664
C 2.0640 -2.2323 2.1567
C 2.9150 -2.4329 3.2450
C 3.1605 -3.7167 3.7002
C 2.5648 -4.8050 3.0725
C 1.7181 -4.6118 1.9923
C 1.4670 -3.3256 1.5346
C 3.3049 0.2289 1.2636
C 3.3794 1.6215 1.2099
C 4.5823 2.2375 0.9003
C 5.7115 1.4751 0.6333
C 5.6397 0.0907 0.6868
C 4.4401 -0.5324 0.9976
C 0.2939 1.5521 2.3326
C -0.1066 2.7653 2.8282
C -0.8548 3.4074 1.8059
C -0.8783 2.5608 0.7276
C -1.6636 2.6258 -0.5528
P -1.2085 1.1609 -1.5480
C -2.7014 0.3489 -2.1601
C -3.6893 0.0067 -1.2329
C -4.7641 -0.7797 -1.6119
C -4.8570 -1.2403 -2.9194
C -3.8888 -0.8896 -3.8484
C -2.8119 -0.0986 -3.4738
C -0.2448 1.7057 -2.9806
C -0.0369 3.0644 -3.2325
C 0.7903 3.4711 -4.2666
C 1.5096 2.5265 -4.9746
C 1.4033 1.1779 -4.6443
C 0.3988 0.7578 -3.7738
N -0.1399 1.4280 1.0254
H 1.7986 0.7012 3.6508
H 0.3190 -0.2545 3.5020
H 3.3875 -1.5876 3.7313
H 3.8159 -3.8712 4.5468
H 2.7622 -5.8065 3.4309
H 1.2520 -5.4589 1.5068
H 0.7995 -3.1728 0.6939
H 2.5049 2.2291 1.4111
H 4.6370 3.3180 0.8730
H 6.6487 1.9602 0.3943
H 6.5193 -0.5079 0.4895
H 4.3962 -1.6137 1.0385
H 0.0903 3.1442 3.8183
H -1.3457 4.3652 1.8731
H -1.5009 3.5461 -1.1078
H -2.7374 2.5667 -0.3577
H -3.6236 0.3544 -0.2084
H -5.5233 -1.0401 -0.8857
H -5.6903 -1.8641 -3.2150
H -3.9684 -1.2321 -4.8716
H -2.0672 0.1713 -4.2102
H -0.5355 3.8222 -2.6478
H 0.8940 4.5244 -4.4908
H 2.2326 2.8450 -5.7151
H 1.6161 0.4903 -5.4592
H 0.2654 -0.3016 -3.5788
Cl -4.6145 -5.3881 -0.7711
C -3.3203 -4.2700 -0.8900
C -3.1081 -3.3415 0.1225
Cl -4.1398 -3.2545 1.4881
C -2.0527 -2.4515 -0.0008
Cl -1.7607 -1.2187 1.1954
C -1.1870 -2.4388 -1.0906
O -0.1855 -1.5815 -1.1863
C -1.4282 -3.3701 -2.1086
Cl -0.4009 -3.3263 -3.4877
C -2.4772 -4.2740 -2.0089
Cl -2.7548 -5.3939 -3.2752
C 3.8012 -0.5568 -3.2765
C 3.3282 0.7251 -3.0292
C 2.5459 0.9233 -1.8918
N 1.9325 -0.0843 -1.2662
C 2.3108 -1.3291 -1.6031
C 3.2875 -1.6067 -2.5377
H 4.4708 -0.7446 -4.1065
H 4.0129 1.5359 -3.2575
H 2.2704 1.9248 -1.5815
H 1.8162 -2.1362 -1.0907
H 3.5887 -2.6299 -2.7134
*
```

=====

# 5
This record from the Open Molecules 2025 dataset describes a structure of composition C41H31N5O2S2V in a non-equilibrium geometry. The level of theory is the ωB97M-V functional and the def2-TZVPD basis.

Results
gap between HOMO and LUMO (spin up / spin down)	6.570 / 6.572	eV
calculated total energy	-101916.298	eV
strongest force on any atom	1.470	eV/Å

Geometry as ORCA input:
```
! RIJCOSX wB97M-V def2-TZVPD def2/J DEFGRID3
* xyz 1 1
V 0.9308 -0.3687 0.2415
C -1.9394 0.6285 -0.9701
C -0.6350 -0.0969 -1.1862
N -0.3934 -1.2915 -0.5662
N -0.2511 -2.4702 -1.1998
C 0.7071 -3.1878 -0.7135
S 1.5517 -2.5887 0.6886
S 1.2555 -4.6595 -1.4273
C 0.6246 -4.5140 -3.1501
C -0.7764 -5.0261 -3.3154
C -1.0236 -6.3957 -3.2857
C -2.3222 -6.8745 -3.3464
C -3.3849 -5.9878 -3.4454
C -3.1413 -4.6249 -3.5199
C -1.8416 -4.1442 -3.4530
C 0.0109 -0.0580 -2.5202
C -0.6088 0.0988 -3.7535
C 0.1216 -0.1028 -4.9124
C 1.4658 -0.4631 -4.8410
C 2.1058 -0.6019 -3.6233
C 1.3775 -0.3894 -2.4535
O 1.8973 -0.4167 -1.2292
H -2.7685 -0.0514 -1.1780
H -2.0153 1.4825 -1.6414
H -2.0426 0.9910 0.0456
H 1.3427 -5.1139 -3.7087
H 0.7207 -3.4646 -3.4248
H -0.1946 -7.0906 -3.2120
H -2.5037 -7.9406 -3.3099
H -4.4010 -6.3594 -3.4624
H -3.9666 -3.9318 -3.6230
H -1.6464 -3.0808 -3.5098
H -1.6584 0.3618 -3.8058
H -0.3576 0.0019 -5.8762
H 2.0195 -0.6357 -5.7544
H 3.1494 -0.8807 -3.5489
N 1.0807 5.2909 -2.0879
C 1.7663 5.2882 -0.9186
O 2.0416 6.2802 -0.2822
C 2.1752 3.9253 -0.4237
C 3.4545 3.7560 0.0921
C 3.8344 2.5117 0.5681
C 2.8970 1.4989 0.5576
N 1.6502 1.6719 0.1077
C 1.3010 2.8497 -0.3984
H 0.8458 6.1798 -2.4992
H 1.0048 4.4725 -2.6649
H 4.1341 4.5981 0.1063
H 4.8293 2.3360 0.9506
H 3.1617 0.5037 0.9173
H 0.2866 2.9357 -0.7703
N -7.9134 1.7155 3.8118
C -6.8326 1.5680 3.4525
C -5.4776 1.3763 3.0323
C -4.5120 2.3294 3.3583
C -3.1918 2.1096 3.0237
C -2.8235 0.9225 2.3778
C -3.8023 -0.0031 2.0010
C -5.1234 0.2256 2.3258
C -1.4408 0.6203 2.2721
C -0.2577 0.3446 2.2697
H -4.8038 3.2290 3.8819
H -2.4323 2.8314 3.2918
H -3.5142 -0.9022 1.4729
H -5.8895 -0.4864 2.0525
C 3.3671 3.3388 4.2967
C 2.2196 3.5919 3.5218
C 1.4528 2.5558 3.0642
C 1.8048 1.2175 3.3478
C 1.0116 0.1013 2.9150
C 1.3153 -1.1773 3.3499
C 2.4725 -1.4140 4.1087
C 3.2802 -0.3747 4.4770
C 2.9526 0.9609 4.1386
C 3.7237 2.0543 4.5978
H 3.9583 4.1676 4.6626
H 1.9426 4.6125 3.2902
H 0.5564 2.7536 2.4912
H 0.6299 -1.9860 3.1484
H 2.6985 -2.4254 4.4172
H 4.1655 -0.5621 5.0719
H 4.5917 1.8540 5.2138
*
```